52
Properties=species:S:1:pos:R:3 method="wB97M-V/def2-TZVPD" multiplicity=1 gap_ev=4.88 charge=+4
Sn -0.04911 -0.56315 1.19728
C -2.42100 -0.88857 0.43839
O -3.55332 -0.88103 0.62218
C -0.58396 1.80811 1.56477
O -0.63701 2.88547 1.95802
C 2.34018 0.42693 1.58070
O 3.37935 0.46145 2.06994
C -1.52718 0.59952 -2.43678
P -0.10833 -0.26242 -1.61712
H 0.15038 -1.76876 -3.41986
H -2.39095 -0.03092 -2.16784
C 1.37506 0.45155 -2.46836
H 1.15427 0.31628 -3.53989
C -1.39617 0.61836 -3.96363
H -1.17250 -0.36897 -4.38981
H -0.63060 1.32769 -4.30247
H -2.36007 0.94395 -4.37446
C -1.75693 1.98814 -1.82177
H -1.19577 2.76314 -2.35810
C 0.77312 -2.89612 -1.66145
H -1.51633 2.05436 -0.74658
H -2.82546 2.21384 -1.93988
C -1.60859 -2.53734 -2.42714
H 0.43578 -3.10856 -0.63797
H 0.79511 -3.84292 -2.21635
H 1.79831 -2.52788 -1.58466
C -0.18751 -1.94507 -2.38464
H -1.48933 -3.62897 -2.46952
H -2.17943 -2.21804 -3.31266
H -2.18825 -2.28540 -1.52354
C 2.68059 -0.28814 -2.15058
H 2.87548 -0.32173 -1.06770
H 3.50554 0.26412 -2.62222
H 2.70090 -1.30196 -2.56733
C 1.50843 1.94057 -2.14092
H 1.51823 2.10891 -1.05366
H 0.71441 2.55011 -2.58905
H 2.47058 2.29851 -2.53244
H -0.43773 -4.98457 0.33701
H -0.37711 -4.44614 0.86358
S -0.41224 -1.35050 3.60216
C -0.03151 -0.00193 4.63073
N 1.18733 0.49571 4.90231
C 1.11675 1.70190 5.71716
C -0.38079 1.91556 5.89206
N -0.95453 0.69452 5.32617
H 2.02585 0.12596 4.46181
H 1.60707 2.54469 5.22302
H 1.60294 1.56375 6.68613
H -0.73566 2.79555 5.34155
H -0.66659 2.03962 6.93821
H -1.94167 0.55082 5.13522



108
Properties=species:S:1:pos:R:3 method="wB97M-V/def2-TZVPD" multiplicity=2 gap_ev="6.33 / 5.23" charge=+3 relative_energy_kcal_mol=53.8 s_squared=0.790
Ir -0.09867 -0.61331 -0.20714
C 1.44676 -4.98331 3.03289
C 1.30877 -4.71410 1.67732
C 0.51003 -3.66100 1.25100
C -0.16209 -2.88909 2.19035
C -0.01743 -3.14448 3.55293
C 0.79575 -4.19177 3.96908
As -1.46763 -1.53655 1.68463
C -3.03852 -2.59926 1.84622
C -3.51938 -3.58604 1.00500
C -4.59705 -4.34387 1.44135
C -5.16758 -4.08692 2.68416
C -4.69269 -3.06622 3.49777
C -3.62445 -2.28642 3.07387
C -3.03840 -1.13035 3.80678
C -3.57659 -0.56102 4.95194
C -2.99051 0.56794 5.50736
C -1.85810 1.13953 4.94099
C -1.29352 0.58396 3.80209
C -1.87621 -0.55462 3.26316
H 2.05138 -5.81922 3.35979
H 1.81271 -5.33627 0.95034
H 0.41822 -3.45281 0.19414
H -0.54302 -2.54596 4.28744
H 0.90382 -4.39761 5.02657
H -3.06901 -3.77630 0.03720
H -4.99291 -5.13333 0.81720
H -6.00231 -4.68684 3.02116
H -5.15974 -2.88372 4.45640
H -4.47008 -0.97611 5.39860
H -3.43380 1.01791 6.38570
H -1.43232 2.03634 5.36963
H -0.42815 1.04163 3.35090
O 1.63791 -1.51342 -0.56984
P 2.79657 -1.40020 -1.63508
C 1.93616 -1.66422 -3.22907
C 2.77610 -1.53081 -4.52295
C 1.86587 -1.26450 -5.72001
C 1.18318 0.10473 -5.59233
C 0.94154 0.48944 -4.12099
C 0.67053 -0.78036 -3.32513
C 3.67900 0.17562 -1.43391
C 2.76439 1.33586 -0.95626
C 3.27759 2.69840 -1.43126
C 4.79283 2.78574 -1.27123
C 5.51233 1.72113 -2.12850
C 4.55416 0.62867 -2.61759
C 3.93035 -2.70611 -1.07587
C 3.30126 -4.11017 -1.18823
C 3.54035 -4.77921 -2.54644
C 5.01714 -4.75861 -2.93485
C 5.56125 -3.33369 -2.94790
C 5.38377 -2.68852 -1.58023
H 1.61298 -2.70586 -3.12383
H 3.33749 -2.44840 -4.68122
H 3.49314 -0.71705 -4.44927
H 1.12275 -2.06275 -5.79670
H 2.45723 -1.30084 -6.63333
H 0.23154 0.08673 -6.12511
H 1.79631 0.87473 -6.06124
H 0.11446 1.19278 -4.05185
H 1.81492 0.99671 -3.70443
H -0.13541 -1.35125 -3.78846
H 0.26984 -0.50780 -2.30768
H 4.36897 -0.08082 -0.61881
H 2.73437 1.33104 0.13261
H 1.72928 1.20611 -1.30150
H 2.78652 3.48258 -0.85458
H 3.00930 2.86354 -2.47775
H 5.05075 2.66693 -0.21530
H 5.13173 3.78051 -1.55588
H 6.31528 1.25582 -1.55289
H 5.98010 2.18469 -2.99650
H 5.13300 -0.19962 -3.02957
H 3.92807 1.02066 -3.41910
H 3.94171 -2.41670 -0.01515
H 2.23194 -4.05585 -0.96770
H 3.75688 -4.73141 -0.41239
H 2.95743 -4.28250 -3.32838
H 3.18470 -5.80896 -2.49667
H 5.15322 -5.22310 -3.91140
H 5.58802 -5.35233 -2.21435
H 5.03928 -2.74425 -3.70551
H 6.61740 -3.33128 -3.21678
H 5.78807 -1.67439 -1.56965
H 5.96443 -3.25977 -0.85045
Te -2.59472 0.03711 -0.47619
C -2.98557 -0.54384 -2.44108
C -2.50197 0.20603 -3.50880
C -2.91354 -0.11952 -4.79172
C -3.78792 -1.18060 -4.99566
C -4.26386 -1.92180 -3.92088
C -3.87363 -1.60238 -2.62962
H -1.85583 1.05718 -3.34427
H -2.57027 0.47032 -5.63152
H -4.11704 -1.41878 -5.99832
H -4.95500 -2.73740 -4.08561
H -4.26477 -2.16500 -1.79052
N 2.93744 -1.47433 4.02766
C 3.12788 -0.16321 3.89437
N 3.95576 0.47915 4.70192
N 2.52531 0.57410 2.94936
C 1.61161 0.22101 2.15387
N 0.72129 0.09426 1.40625
H 3.41905 -2.00621 4.73469
H 2.27857 -1.96692 3.44381
H 4.47757 0.01324 5.42589
H 4.06743 1.47433 4.59181



162
Properties=species:S:1:pos:R:3 method="wB97M-V/def2-TZVPD" multiplicity=1 smiles=COC[C@H](C)N.COC[C@H](C)N.COC[C@H](C)N.COC[C@H](C)N.COC[C@H](C)N.COC[C@H](C)N.COC[C@H](C)N.COC[C@H](C)N.OCCO.OCCO.CO gap_ev=9.04 relative_energy_kcal_mol=31.0
C 1.21382 -6.59473 1.29514
O 2.32429 -6.34463 2.07268
C 2.18674 -5.39306 3.04274
C 1.59399 -3.95264 2.68856
C 2.14954 -3.52274 1.30951
N 1.87270 -2.87149 3.66731
H 0.39140 -6.82702 1.97171
H 1.28149 -7.52961 0.73880
H 0.77864 -5.72963 0.79480
H 1.48758 -5.78294 3.78253
H 3.10666 -5.49434 3.61856
H 0.51370 -4.07849 2.61608
H 1.49968 -3.84960 0.49775
H 3.05159 -4.05892 1.01469
H 2.33819 -2.44948 1.33434
H 1.72185 -3.10314 4.63874
H 2.81078 -2.52143 3.53477
C -6.64327 1.49085 -0.35791
O -5.36148 1.23014 -0.85364
C -4.37406 2.13353 -0.34998
C -3.83773 2.00303 1.12714
C -4.84195 2.65022 2.11831
N -2.54144 2.69322 1.23250
H -7.35190 1.07906 -1.07649
H -6.74732 2.55904 -0.16755
H -6.80875 0.87520 0.52623
H -3.50308 1.92233 -0.97036
H -4.61272 3.13732 -0.70149
H -3.81274 0.93454 1.34121
H -5.14225 3.67550 1.90215
H -4.53354 2.57272 3.16089
H -5.80895 2.15368 2.03800
H -1.99847 2.38789 0.43747
H -2.03588 2.52775 2.09106
C 2.39148 8.16671 1.59620
O 1.28469 7.27173 1.54177
C 1.07560 6.37949 2.67760
C 2.06263 5.13682 2.77744
C 1.90788 4.30539 1.51093
N 1.83254 4.34034 3.92932
H 2.22116 8.96870 0.87794
H 3.31091 7.81354 1.12926
H 2.63704 8.76233 2.47542
H 0.96494 6.87229 3.64352
H 0.09418 5.96811 2.44165
H 3.09190 5.49166 2.72480
H 0.87045 3.97636 1.45115
H 2.63562 3.50064 1.40658
H 2.11952 4.91560 0.63289
H 1.44805 4.95727 4.63051
H 2.70872 4.08099 4.35964
C 2.01372 0.00048 -4.40561
O 3.34791 -0.26143 -4.71509
C 3.60825 -1.25919 -5.70350
C 5.00788 -1.67918 -5.55389
C 6.08351 -0.53819 -5.76330
N 5.43290 -2.66591 -6.54941
H 1.96553 0.66529 -3.54317
H 1.43485 -0.86140 -4.07366
H 1.46566 0.51003 -5.19812
H 3.00649 -2.16800 -5.69848
H 3.46347 -0.93139 -6.73291
H 5.11495 -1.97072 -4.50907
H 6.09275 0.11792 -4.89294
H 5.79992 0.04104 -6.64204
H 7.08559 -0.93793 -5.91869
H 4.67009 -3.25873 -6.84404
H 5.70554 -2.16092 -7.38052
C -5.31268 -1.10141 2.98914
O -4.18535 -1.88180 3.36882
C -3.27509 -1.32895 4.32854
C -1.97701 -2.08117 4.33476
C -1.25237 -1.77787 5.66119
N -1.02677 -1.73339 3.28504
H -5.68999 -1.54947 2.06992
H -5.09413 -0.03369 2.97164
H -5.95642 -1.11244 3.86868
H -3.22901 -0.26012 4.11979
H -3.74237 -1.34185 5.31320
H -2.23970 -3.13202 4.21310
H -1.22891 -0.71924 5.91977
H -0.27430 -2.24322 5.78342
H -1.85912 -2.24139 6.43908
H -0.09102 -1.74598 3.66491
H -0.96079 -2.37056 2.50416
C -1.53098 1.71762 -3.16344
O -1.15668 2.67329 -2.23277
C -1.75597 3.93012 -2.39718
C -1.20053 4.69427 -3.62722
C 0.30044 4.96832 -3.56568
N -1.77038 6.04799 -3.61952
H -0.83417 0.87943 -3.16325
H -1.87917 2.07430 -4.13279
H -2.47157 1.33091 -2.77119
H -2.83520 3.79154 -2.46169
H -1.62166 4.59070 -1.54061
H -1.40951 4.17159 -4.56063
H 0.48053 5.56658 -2.67251
H 0.80321 5.42073 -4.42047
H 0.87910 4.08493 -3.29575
H -2.77772 6.02213 -3.68792
H -1.50639 6.38693 -4.53360
C 5.27063 -1.71067 -0.65395
O 5.25876 -0.64552 0.28547
C 6.15901 0.42809 0.08341
C 5.46266 1.64152 -0.51630
C 4.84737 1.59467 -1.90699
N 6.34172 2.78579 -0.32667
H 6.28407 -2.07593 -0.82018
H 4.90223 -1.27107 -1.58084
H 4.48965 -2.40540 -0.34488
H 6.43664 0.65404 1.11296
H 7.13047 0.13475 -0.31449
H 4.60401 1.80628 0.13461
H 5.45336 1.25293 -2.74610
H 4.72546 2.63189 -2.21907
H 3.85289 1.14847 -1.91135
H 6.02249 3.57547 -0.86945
H 7.32841 2.64803 -0.49271
C -1.38774 -6.84476 -0.95971
O -2.07932 -6.15617 0.03380
C -2.28503 -4.74380 -0.21759
C -2.83466 -4.08975 1.07888
C -4.29762 -4.47779 1.36310
N -2.58149 -2.64076 1.04734
H -0.59373 -6.23754 -1.39437
H -2.08813 -7.10100 -1.75463
H -0.98206 -7.82778 -0.72052
H -1.36444 -4.17146 -0.33172
H -2.78531 -4.51482 -1.15855
H -2.22534 -4.51557 1.87608
H -4.32347 -5.53144 1.08515
H -5.00839 -3.80811 0.87892
H -4.51362 -4.48597 2.43146
H -3.16768 -2.15175 0.38601
H -2.98264 -2.17752 1.85020
O 0.16659 1.72797 -0.15950
C 0.60039 0.34022 -0.06636
C -0.73797 -0.57130 -0.03013
O -0.99643 -1.10020 -1.31709
H -0.33914 1.92796 -0.95060
H 1.26477 0.10152 -0.89686
H 1.28324 0.16104 0.76412
H -1.58657 -0.12986 0.49246
H -0.47646 -1.47297 0.52368
H -1.22349 -2.01270 -1.12371
O -4.97217 -2.13841 -4.23855
C -4.41356 -1.58744 -3.08211
C -5.20822 -1.91426 -1.78777
O -4.49466 -1.35775 -0.68636
H -4.62572 -3.03246 -4.28577
H -3.42054 -2.02738 -2.99011
H -4.20313 -0.51990 -3.14662
H -5.21659 -2.97054 -1.51887
H -6.25401 -1.60819 -1.81499
H -4.66404 -0.41442 -0.63126
C 2.31548 0.82555 3.75244
O 2.10573 1.57553 4.91970
H 3.20183 1.14365 3.20351
H 2.49486 -0.19864 4.07950
H 1.46920 0.85713 3.06623
H 2.21972 2.50976 4.73041



10
Properties=species:S:1:pos:R:3 method="wB97M-V/def2-TZVPD" multiplicity=1 gap_ev="7.08 / 7.08" relative_energy_kcal_mol=133.7
C 3.91779 -1.92650 -0.14480
C 1.24174 -1.36569 0.11936
C 0.98480 -0.11037 0.08866
C -0.23056 0.79031 -0.12758
N 5.02454 -1.74315 0.01976
Br 2.53920 1.22857 0.00446
H 0.78973 -2.26371 0.31618
H -0.37279 1.41332 0.75234
H -0.21259 1.24301 -1.02613
H -1.08620 0.10455 -0.04023



Respective calculated total energy values: -51054.95285 -134764.73256 -78583.89557 -75738.56161 eV.